Density functional theory data (ωB97M-V with the def2-TZVPD basis set) for a 9-piece molecular cluster, C34H35N9O8 overall in a non-equilibrium geometry.

Geometry as XYZ:
```
86
Properties=species:S:1:pos:R:3:forces:R:3:lowdin_charge:R:1
O 10.523550 -6.652750 4.818390 0.46 1.43 -1.04 0.130
O 7.332020 -8.045560 -5.420740 0.41 1.60 2.12 0.080
O 6.666220 -6.006040 -5.175750 1.21 -1.24 1.92 0.047
O 15.194570 -5.904340 -8.184590 -0.75 0.50 1.37 0.072
O 11.894750 -5.307780 5.824210 -0.98 0.00 -1.95 0.113
O 17.278940 -5.632510 -8.194230 0.10 0.76 1.41 0.069
O 5.971520 0.848300 3.873890 1.78 1.13 -0.77 0.117
O 5.061730 -0.759840 4.838290 0.10 -1.28 0.87 0.101
N 15.855610 -0.995490 1.494390 -1.20 -0.15 -2.38 0.134
N 16.185200 -5.409690 -7.678040 1.48 -0.48 -2.20 -0.344
N 6.004030 -0.291010 4.242400 -2.00 -0.24 -0.36 -0.358
N 12.210980 -2.184560 -2.499910 -0.49 -0.12 0.73 0.160
N 11.538680 0.209890 0.399880 -1.69 -3.88 -2.99 0.167
N 12.837850 2.505210 -1.518400 -0.23 -0.21 -0.41 0.143
N 7.291550 -6.997750 -4.743900 -0.38 -0.53 -2.95 -0.285
N 11.264740 -5.683440 4.812380 0.98 -0.93 2.09 -0.310
N 8.325950 -2.514520 -3.926770 -2.93 -0.34 -1.36 0.138
C 8.083760 -6.922020 -3.466260 -1.36 2.35 0.36 -0.127
C 7.275690 -2.588690 -4.451580 2.59 0.69 1.25 -0.241
C 12.412410 2.002100 2.040850 -0.18 -0.32 -1.28 -0.037
C 11.792830 -5.612680 2.310110 -1.09 1.44 1.49 0.039
C 14.524670 -3.269050 -5.044320 -0.30 -1.91 -1.70 -0.057
C 15.478890 -2.309260 -4.797780 -1.61 -0.32 0.69 -0.129
C 9.152750 -1.701010 2.685180 -0.90 -0.39 0.87 -0.036
C 16.087600 -4.427470 -6.568410 -2.36 1.13 1.36 -0.120
C 7.870780 -3.486100 3.781360 1.23 -0.29 -1.46 -0.049
C 17.066340 -3.484930 -6.207420 -0.90 -0.30 -0.26 0.027
C 12.235470 -4.862510 1.190800 0.33 -1.30 1.96 0.034
C 12.689520 -3.529900 1.361530 -0.50 1.12 0.95 0.030
C 12.910780 0.906850 -3.560560 -1.11 -0.19 -0.89 -0.074
C 12.142260 -3.603590 3.707450 -0.36 -0.44 0.51 0.081
C 11.876440 1.013930 1.090890 1.68 3.56 3.43 -0.300
C 9.840360 -7.655370 -1.990090 0.10 2.54 1.07 -0.034
C 6.958260 -2.588620 4.225180 -0.73 0.42 0.27 0.021
C 7.044930 -1.236700 3.809100 1.46 -0.81 0.98 -0.074
C 8.205370 -0.805820 3.168680 -0.43 0.59 -0.35 0.020
C 15.013660 -1.226650 -0.944890 -1.09 0.94 -1.57 -0.086
C 11.267550 -2.214550 -1.834310 -0.61 -0.20 -0.37 -0.246
C 5.962350 -2.622510 -5.093240 -0.53 -0.46 0.17 -0.064
C 8.358760 -5.840160 -1.307580 0.35 -0.44 -1.05 -0.079
C 8.926260 -3.069570 2.945300 0.32 0.30 -0.34 -0.038
C 9.183520 -7.656570 -3.204170 0.81 -2.64 -1.08 -0.026
C 9.964950 -2.196470 -1.099030 0.88 -0.06 -0.70 -0.078
C 7.700500 -5.972930 -2.519810 -1.01 -0.12 -0.22 -0.016
C 16.712050 -2.426730 -5.314100 2.49 -0.98 -1.26 -0.071
C 12.609870 -2.880890 2.616680 -0.93 -1.14 -1.71 -0.006
C 15.459910 -1.086820 0.395670 2.00 -0.44 3.32 -0.287
C 9.518980 -6.596640 -1.095630 -0.89 -0.96 -0.09 -0.062
C 11.643670 -4.960010 3.569200 1.06 -0.36 -1.84 -0.059
C 12.824920 1.822550 -2.445910 1.24 0.14 0.98 -0.276
C 14.787500 -4.335300 -5.971220 1.10 1.37 0.61 0.031
H 5.221620 -1.970290 -4.630610 0.43 0.35 0.20 0.086
H 18.010960 -3.585510 -6.721200 0.28 0.31 0.29 0.115
H 6.222610 -3.044320 4.871370 -0.61 0.85 -0.06 0.134
H 13.560640 -3.146070 -4.573230 -0.18 -0.28 -0.14 0.070
H 11.886140 0.545620 -3.648380 -0.07 -0.18 -0.48 0.080
H 12.202200 -3.188180 4.702560 -0.28 0.09 0.10 0.137
H 15.175960 -1.486230 -4.167500 0.32 0.18 0.12 0.083
H 6.824680 -5.366080 -2.696100 -0.09 -0.03 -0.13 0.113
H 13.512480 -0.000060 -3.500850 0.22 0.37 0.72 0.040
H 5.983460 -2.389440 -6.157820 0.30 -0.12 0.10 0.093
H 7.710850 -4.545000 3.921160 0.10 -0.03 0.33 0.121
H 15.602990 -1.698550 -1.731080 0.49 -0.53 0.78 0.085
H 10.649920 -8.326910 -1.745050 0.07 0.00 -0.34 0.110
H 12.290760 -5.498570 0.319720 0.14 0.78 -0.68 0.124
H 12.689720 -1.804780 2.661450 0.73 -0.03 0.19 0.117
H 9.505120 -8.343950 -3.972600 0.01 -0.29 -0.03 0.129
H 13.005600 -2.914230 0.532400 0.09 -0.25 -0.28 0.092
H 13.176490 1.422710 -4.483270 -0.06 0.11 0.10 0.091
H 14.004910 -1.638570 -0.973840 0.05 0.00 -0.11 0.025
H 13.488580 1.969790 1.870780 0.08 0.04 0.56 0.088
H 14.029740 -5.034950 -6.291680 -0.07 0.02 0.17 0.106
H 14.932390 -0.206940 -1.321320 -0.34 0.24 -0.06 0.081
H 5.543700 -3.617310 -4.940860 0.17 -0.19 -0.31 0.067
H 9.529500 -1.227380 -1.342660 -0.04 0.04 0.55 0.082
H 12.080200 2.980990 1.695160 -0.12 0.05 0.40 0.090
H 11.407110 -6.612320 2.174620 0.19 -0.16 0.12 0.127
H 9.506910 -3.798350 2.399290 0.15 -0.20 0.12 0.085
H 10.157390 -2.367650 -0.039900 -0.15 0.41 -0.04 0.032
H 9.984350 -1.288210 2.133410 0.14 -0.29 -0.16 0.077
H 9.268840 -2.948390 -1.470720 0.34 -0.12 -0.23 0.040
H 10.063870 -6.408270 -0.182390 0.15 -0.40 0.17 0.068
H 17.440520 -1.702710 -4.980110 0.37 -0.01 -0.45 0.109
H 8.370130 0.243770 2.974750 -0.33 0.16 0.03 0.127
H 7.871740 -5.189610 -0.596240 0.58 0.24 0.27 0.104
H 12.083410 1.732140 3.044330 0.28 0.34 -0.04 0.084
```
Positions in Å, forces in eV/Å.

Results
multiplicity	2
HOMO-LUMO gap (alpha / beta)	6.345 / 2.240	eV
⟨S²⟩	0.775
highest occupied orbital energy (alpha / beta)	-11.56 / -11.56	eV
electronic energy	-65591.996	eV
net charge	+1